# 1
Below is a molecular structure, C2H2FKO2 in a non-equilibrium geometry, with properties calculated with the ωB97M-V functional and the def2-TZVPD basis.

Geometry as XYZ:
```
8
Properties=species:S:1:pos:R:3:forces:R:3:mulliken_charge:R:1
H -2.8349 -1.5988 -1.0253 0.3699 -0.0571 -0.2950 0.3408
O -1.1850 -1.2119 0.1412 -1.7230 -1.1864 -2.0508 -0.4027
O -1.2522 1.1464 -0.1993 -1.7887 0.4574 -2.2871 -0.4027
C -2.0292 -0.9197 -0.7056 1.2740 -0.5287 2.5509 0.0694
C -2.0713 0.5801 -0.9230 1.2726 1.3057 2.2441 0.0709
F 3.4445 0.0978 0.3002 0.6054 0.0009 -0.0141 -0.8992
H -2.9041 1.0960 -1.4255 0.3582 -0.0134 -0.2800 0.3425
K 1.2610 0.0799 0.2489 -0.3685 0.0216 0.1318 0.8811
```
Positions in Å, forces in eV/Å.

The total energy is -927.64726 a.u. As for the relative energy (zero: lowest compared OMol25 entry of this formula, charge and spin): 26.72 kJ/mol. For the lowest unoccupied orbital energy, the calculation gives -2.38 eV. The calculation puts the HOMO-LUMO gap at 6.05 eV.

---

# 2
Below is a gas-phase ion, C4H8NO2 (charge +1) in a non-equilibrium geometry, with properties calculated with the ωB97M-V functional and the def2-TZVPD basis.

Geometry as XYZ:
```
15
Properties=species:S:1:pos:R:3:forces:R:3:mulliken_charge:R:1
C -0.5535 0.8371 -0.5133 -0.7247 2.7468 -0.9231 -0.6976
N 0.4548 0.0907 0.2649 1.9247 -0.6959 0.7367 -0.1999
C -0.1615 -0.6700 1.4755 0.5505 2.5596 0.3970 -0.3241
O 0.7609 -1.6420 1.8143 -1.3167 0.3645 2.4486 -0.2524
C 1.5245 -2.0179 0.8368 1.2886 1.5073 -4.8280 0.5520
O 2.3861 -2.8078 0.7811 -0.0229 -0.5297 0.6913 -0.3918
C 1.0533 -1.0497 -0.4926 2.3169 -0.7956 1.3314 -0.5315
H -1.3317 0.0441 -0.8421 1.1106 1.8701 0.5002 0.3322
H -0.9045 1.7570 0.0911 -0.1992 -2.0384 -0.3870 0.3218
H -0.1285 1.4905 -1.3965 -0.3162 -2.2042 1.3044 0.3123
H 1.3625 0.5773 0.5901 -2.1749 0.0325 -0.5361 0.4318
H -0.4618 0.0096 2.3346 0.9520 -0.8311 -0.9926 0.3546
H -1.0356 -0.9985 1.0162 -1.6529 -1.3823 -0.3659 0.4051
H 1.8873 -0.6180 -1.1701 -1.4047 -1.3254 1.1398 0.3543
H 0.3463 -1.7386 -0.9533 -0.3311 0.7219 -0.5167 0.3333
```
Positions in Å, forces in eV/Å.

The total energy is -362.12616 a.u. As for the SMILES: C[N@H+]1COC(=O)C1. As for the relative energy (zero: lowest compared OMol25 entry of this formula, charge and spin): 229.24 kJ/mol. Its charge is +1. For the lowest unoccupied orbital energy, the calculation gives -3.72 eV. The calculation puts the HOMO-LUMO gap at 11.40 eV.

---

# 3
Below is 2 unconnected molecules or ions with the total composition C4H4N4 in a non-equilibrium geometry, with properties calculated with the ωB97M-V functional and the def2-TZVPD basis.

Geometry as XYZ:
```
12
Properties=species:S:1:pos:R:3:forces:R:3:mulliken_charge:R:1
H 1.1296 1.7951 0.9563 0.5136 0.8582 -0.3922 0.2376
N 0.5387 0.9994 1.0408 -0.6333 -1.2190 0.0529 -0.5362
C 0.5794 0.2164 0.0406 2.4984 3.7044 -0.1579 0.6641
C 1.3415 0.3911 -1.2952 -0.5928 -0.7995 -0.0757 -0.0850
N 1.1075 -0.6644 -1.9765 1.0262 -0.5696 -1.2688 -0.4958
C 0.3656 -1.5193 -1.1572 -2.7249 0.1583 2.7688 -0.0367
N -0.0160 -0.9637 -0.0226 -0.9008 -3.6336 -1.0884 -0.4660
H 1.9344 1.1665 -1.7784 -0.2061 0.2170 0.6611 0.3895
H -0.1020 -2.5408 -1.3134 1.3261 1.3432 -0.7149 0.3416
C -2.3221 0.3183 1.7709 -2.0397 1.4493 3.6005 0.3641
N -2.8458 0.6856 2.7304 0.1673 -0.5200 -0.9596 -0.3661
H -1.7108 0.1157 1.0044 1.5660 -0.9888 -2.4257 -0.0112
```
Positions in Å, forces in eV/Å.

The total energy is -373.74995 a.u. As for the SMILES: [H]/N=C1\C=NC=N1.C#N. As for the relative energy (zero: lowest compared OMol25 entry of this formula, charge and spin): 249.28 kJ/mol. For the lowest unoccupied orbital energy, the calculation gives -1.93 eV. The calculation puts the HOMO-LUMO gap at 8.91 eV.

---

# 4
Below is a molecular structure, C37H41AsBr2N4OPdS2, with properties calculated with the ωB97M-V functional and the def2-TZVPD basis.

Geometry as XYZ:
```
89
Properties=species:S:1:pos:R:3:forces:R:3:mulliken_charge:R:1
Pd -0.3125 -0.2464 -0.4684 -0.2345 0.1269 0.1040 0.7751
Br -3.2589 1.7783 5.3307 -0.0092 0.0094 0.0167 -0.0833
C -2.5278 1.4709 3.6403 0.0200 -0.0154 -0.0701 -0.3435
C -3.3490 1.3140 2.5328 0.0988 0.0308 0.0340 -0.9022
C -2.7551 1.0595 1.3099 -0.0585 0.0663 -0.0631 -0.4301
N -1.4361 0.9749 1.1419 0.1301 -0.2791 0.1103 0.6031
C -0.6497 1.1416 2.2137 0.0630 0.0673 -0.0153 0.2858
C -1.1500 1.3874 3.4816 -0.0587 0.0582 -0.1026 -0.8349
C 0.8143 1.0339 1.9753 -0.0582 -0.0366 0.0176 0.8176
C 1.7066 1.8455 2.6543 0.0296 -0.1057 -0.0324 -0.6539
C 3.0614 1.7247 2.3787 -0.0218 -0.0622 -0.0292 -0.4543
Br 4.2986 2.8133 3.2552 0.0080 0.0142 -0.0009 -0.0317
C 3.4843 0.7906 1.4422 -0.0557 0.0150 0.0388 -0.7948
C 2.5253 0.0299 0.8040 0.0428 -0.0712 0.0492 -0.6893
N 1.2185 0.1336 1.0587 -0.0563 0.2669 0.0331 0.6286
H -4.4225 1.3805 2.6165 -0.0554 0.0004 0.0101 0.4917
H -3.3673 0.9198 0.4264 0.0097 -0.0314 0.0373 0.5507
H -0.4868 1.4948 4.3275 -0.0138 -0.0125 0.0320 0.6248
H 1.3479 2.5744 3.3656 0.0113 0.0329 0.0072 0.6302
H 4.5308 0.6612 1.2091 0.0149 0.0025 -0.0087 0.5089
H 2.8121 -0.7008 0.0623 0.0028 -0.0022 -0.0319 0.3864
O 0.4884 1.6867 -1.1824 -0.0088 -0.0411 -0.2044 -0.3096
S 0.0307 2.1510 -2.5734 0.1083 -0.0246 0.2020 0.6541
C -1.3522 3.2555 -2.2476 0.0061 0.0485 0.0007 -1.1413
C -1.9423 3.7541 -3.5365 -0.0146 0.0726 0.0322 0.2201
C -2.0782 5.1211 -3.7508 0.0093 -0.0134 -0.0264 -0.3751
C -2.6258 5.5916 -4.9349 -0.0013 0.0045 -0.0049 -0.8185
C -3.0320 4.6996 -5.9156 0.0006 -0.0294 0.0113 -0.4852
C -2.9009 3.3334 -5.7059 -0.0086 0.0399 -0.0255 -0.8533
C -2.3629 2.8627 -4.5193 -0.0045 -0.0342 -0.0257 0.0599
C 1.3115 3.3165 -3.1067 0.0019 0.0362 -0.0469 -1.4871
C 1.6347 4.3771 -2.1004 -0.0075 -0.0201 -0.0235 0.1150
C 1.2297 5.6898 -2.3208 -0.0099 -0.0340 0.0425 -0.2450
C 1.5159 6.6770 -1.3896 0.0023 0.0029 0.0014 -0.7742
C 2.2099 6.3571 -0.2329 0.0153 -0.0193 0.0054 -0.6378
C 2.6312 5.0517 -0.0158 -0.0065 0.0104 0.0062 -0.6363
C 2.3487 4.0648 -0.9455 -0.0142 0.0353 -0.0257 0.2774
H -0.9879 4.0607 -1.6083 0.0120 -0.0017 0.0188 0.6001
H -2.0493 2.6432 -1.6695 0.0080 -0.0365 -0.0112 0.5580
H -1.7679 5.8189 -2.9837 0.0112 0.0175 0.0282 0.5346
H -2.7367 6.6557 -5.0898 -0.0056 0.0220 -0.0062 0.4216
H -3.4567 5.0669 -6.8388 -0.0084 0.0087 -0.0314 0.4066
H -3.2224 2.6359 -6.4663 -0.0188 -0.0201 -0.0245 0.4347
H -2.2749 1.7931 -4.3608 0.0017 -0.0160 0.0104 0.3932
H 0.9408 3.7248 -4.0490 0.0043 0.0246 -0.0140 0.6205
H 2.1642 2.6725 -3.3284 -0.0024 -0.0184 0.0045 0.4886
H 0.7074 5.9428 -3.2343 -0.0269 0.0094 -0.0359 0.5779
H 1.2099 7.6971 -1.5748 -0.0078 0.0260 -0.0021 0.4274
H 2.4420 7.1275 0.4886 0.0037 0.0284 0.0262 0.4179
H 3.1960 4.8070 0.8739 0.0253 0.0062 0.0294 0.3949
H 2.6905 3.0513 -0.7830 0.0068 -0.0473 0.0058 0.2404
N -0.2974 -2.9172 1.8647 0.0991 -0.0297 -0.0101 -0.2877
C -1.4050 -2.8357 1.1094 0.0973 0.0194 0.0664 -0.1351
N -1.5904 -1.8965 0.2212 -0.0438 -0.0200 0.0600 1.2994
C -2.8249 -2.0348 -0.4090 -0.0298 -0.0511 0.0182 -0.8177
C -3.3389 -1.1831 -1.3788 0.0181 0.0784 -0.0565 -0.3097
C -4.5893 -1.4520 -1.9086 -0.0154 -0.0512 0.0206 -1.1736
C -5.3226 -2.5598 -1.4797 0.0274 0.0537 -0.0267 -0.7576
C -4.8209 -3.4136 -0.5120 0.0250 0.0278 0.0063 -0.3737
C -3.5694 -3.1346 0.0174 -0.0321 -0.0018 -0.0369 0.8154
S -2.6884 -3.9991 1.2536 0.0097 0.0177 -0.0136 -0.2813
H 0.3975 -2.1908 1.7992 -0.0376 -0.0044 0.0024 0.0064
H -0.1840 -3.6347 2.5583 -0.0164 0.0035 0.0074 0.2365
H -2.7716 -0.3149 -1.7186 -0.0338 -0.0799 0.0490 0.7521
H -5.0037 -0.7968 -2.6619 -0.0199 0.0075 -0.0225 0.4896
H -6.2966 -2.7536 -1.9049 -0.0215 -0.0002 -0.0131 0.4379
H -5.3929 -4.2676 -0.1787 -0.0166 -0.0273 0.0131 0.4687
C -1.2992 -1.7962 -4.4019 -0.0233 -0.0427 -0.0293 -1.1147
C 0.1430 -1.4171 -4.1048 0.0965 0.0440 -0.0376 -0.7880
As 0.6773 -1.7356 -2.2549 0.0927 -0.0074 -0.0587 0.5486
C 0.2311 -3.6056 -1.9507 0.0228 -0.0422 0.0524 -0.4560
C 0.8125 -4.5668 -2.9817 -0.0031 -0.0137 0.0002 -1.4203
C 2.6172 -1.7101 -2.4319 0.0013 -0.1163 -0.0513 -1.1448
C 3.1368 -0.3233 -2.7920 0.0087 0.0655 0.0243 -0.8084
H -1.5412 -1.5646 -5.4384 -0.0028 -0.0065 -0.0245 0.4704
H -2.0017 -1.2553 -3.7691 -0.0235 0.0325 0.0209 0.0391
H -1.4785 -2.8622 -4.2554 0.0016 0.0093 0.0120 0.2896
H 0.3224 -0.3596 -4.3115 -0.0040 -0.0607 0.0213 0.4521
H 0.8421 -1.9912 -4.7185 -0.0449 0.0264 -0.0058 0.5788
H -0.8599 -3.6594 -1.9178 0.0179 0.0172 -0.0299 0.3058
H 0.5870 -3.8431 -0.9439 -0.0321 0.0026 -0.0351 0.5395
H 0.5614 -4.2788 -4.0032 -0.0143 0.0048 0.0077 0.3143
H 0.4164 -5.5695 -2.8235 0.0027 -0.0093 0.0143 0.4183
H 1.8972 -4.6320 -2.9049 0.0108 0.0187 -0.0129 0.3339
H 2.8701 -2.4364 -3.2077 0.0077 0.0379 0.0260 0.6252
H 3.0523 -2.0870 -1.5044 -0.0061 0.0050 0.0070 0.6270
H 2.7974 -0.0252 -3.7853 -0.0128 0.0074 -0.0014 0.3613
H 4.2262 -0.3101 -2.8077 0.0117 -0.0107 -0.0085 0.4579
H 2.7982 0.4343 -2.0795 0.0031 -0.0159 -0.0078 -0.1637
```
Positions in Å, forces in eV/Å.

The total energy is -10036.40102 a.u. As for the relative energy (zero: lowest compared OMol25 entry of this formula, charge and spin): 0.00 kJ/mol. The expectation value of S² is 2.006. Its charge is +2. For the lowest unoccupied orbital energy (alpha / beta), the calculation gives -5.47 / -7.04 eV. The calculation puts the HOMO-LUMO gap (alpha / beta) at 7.75 / 6.51 eV. Its spin multiplicity is 3.

---

# 5
Below is a molecular structure, C31H43Ge2LuN4O in a non-equilibrium geometry, with properties calculated with the ωB97M-V functional and the def2-TZVPD basis.

Geometry as XYZ:
```
82
Properties=species:S:1:pos:R:3:forces:R:3:mulliken_charge:R:1
Lu -0.9593 -0.4610 -0.8286 0.0903 -0.8265 -2.2824 1.0072
C -1.0924 0.7753 4.2590 -0.8751 -0.0080 1.2072 -0.9742
C -1.0140 1.1442 2.7707 -1.6883 0.2964 -0.8748 -0.3275
Ge 0.0551 -0.2670 1.8162 2.9189 0.0010 2.7216 0.5281
C -0.2406 -2.1168 2.7441 0.1634 -0.1522 -1.7987 -0.8002
C 1.0633 -2.8091 3.2479 -1.1975 0.1466 1.8086 -0.7851
C 1.8676 0.2290 2.4667 0.3056 -0.5703 -0.7535 -0.7212
C 2.9158 -0.0964 1.6462 -1.6446 -0.0858 1.1511 0.3035
Ge 2.1377 -0.4868 -0.1751 2.7243 1.0594 1.8476 0.1745
C 3.2245 -2.0197 -0.8634 -2.0062 -1.8319 -0.6198 -0.7094
C 4.1560 -2.6388 0.1845 -0.3748 -1.6453 0.3357 -0.8977
C 2.6594 1.2055 -1.1327 -0.3229 -0.5283 -0.6871 -0.6533
C 2.2002 1.1640 -2.6099 -0.1055 0.7240 -0.5368 -0.9040
C 4.2747 -0.2326 2.2360 0.4289 -0.0138 0.5141 1.0290
C 4.4192 -0.5113 3.6273 0.8322 -0.4135 -0.6872 -0.6168
C 5.6925 -0.7768 4.1662 -0.1134 -0.2430 -0.1691 -0.7979
C 6.8406 -0.6087 3.3924 -0.7544 0.0906 -0.3089 -0.5169
C 6.6849 -0.3049 2.0299 1.5131 -0.3040 1.2702 -0.6858
C 5.4511 -0.1771 1.4623 -0.7835 0.9795 -0.3884 -0.0778
H -0.5722 -0.1886 4.3697 -0.3910 0.3499 0.7159 0.1784
H -2.1838 0.6975 4.6454 1.7975 -0.1865 -0.8457 0.2818
H -0.6206 1.5080 4.9761 -0.1915 -0.6517 -1.1347 0.2821
H -0.6184 2.1537 2.6289 0.1290 -0.3088 -0.3387 0.4130
H -2.0096 1.0796 2.2830 0.3448 0.4625 0.5692 0.2825
H -0.7613 -2.7085 1.9282 0.4829 0.2179 1.2844 0.3850
H -0.9223 -1.9227 3.5713 -0.1425 -0.1187 -0.2500 0.6131
H 1.7711 -3.0201 2.4681 0.2004 -0.2513 -0.3835 0.1216
H 0.7241 -3.7691 3.7882 0.7536 1.3118 -0.9335 0.4028
H 1.5978 -2.1638 4.0143 -0.6988 -0.7407 -0.8991 0.1900
H 2.0504 0.5087 3.5232 -0.2693 -0.0018 -0.6224 0.5517
H 3.6595 -1.7449 -1.8292 0.2361 0.2641 0.3036 0.5387
H 2.5028 -2.8620 -1.1646 0.8445 1.1228 0.3476 0.3177
H 5.0599 -2.1095 0.4307 -0.0823 0.3522 -0.0701 0.3175
H 4.5074 -3.6276 -0.1986 -0.3694 0.6152 0.1223 0.3980
H 3.6138 -2.8831 1.1457 0.5506 0.4473 -0.9779 0.0667
H 3.7757 1.1736 -0.9734 -1.0470 0.0093 -0.3161 0.3871
H 2.2913 2.1263 -0.6704 0.0200 -0.3634 0.2798 0.4693
H 2.8361 0.5843 -3.2827 0.1760 -0.0634 0.2932 0.3286
H 2.1830 2.1928 -3.0387 -0.0097 -0.6673 0.2588 0.3603
H 1.1884 0.7278 -2.7608 0.5113 0.4158 0.2380 0.0295
H 3.5771 -0.6077 4.3068 -0.0160 -0.0889 -0.3627 0.1264
H 5.7894 -1.2458 5.1533 -0.1623 0.7224 -0.1843 0.3603
H 7.8363 -0.6970 3.8256 -0.2951 -0.2003 -0.1353 0.4049
H 7.6234 -0.2289 1.4885 -0.3797 0.1751 -0.4100 0.3749
H 5.4189 0.0927 0.3995 -0.2320 -0.2491 0.3502 0.2808
O -0.7828 -0.5518 -2.8730 0.5060 1.0135 2.3751 -0.3943
C -1.2175 -1.2758 -3.8615 -0.5559 -0.5554 -1.6467 0.5213
C -1.0631 -0.7973 -5.1882 -0.6644 -0.6550 -0.4356 -0.6458
C -1.5731 -1.5247 -6.2659 0.5579 -0.5024 0.7189 -0.6195
C -2.0263 -2.8527 -6.0359 -0.5883 -0.3474 -1.9808 -0.5977
C -2.0980 -3.3364 -4.7684 -0.8042 -1.0598 1.4988 -0.9727
C -1.8675 -2.5014 -3.6285 0.6240 -0.1873 -1.3234 0.4979
C -2.3617 -2.8778 -2.3354 0.6575 -0.6860 1.1283 0.4203
N -2.2179 -2.2193 -1.1333 -0.3563 -0.6584 -1.4080 0.0736
C -3.0448 -2.8782 -0.2271 -0.1399 0.3102 -0.6978 -0.3871
C -3.6236 -3.9109 -0.8513 -0.4639 -1.5787 0.4457 -0.8507
N -3.1076 -4.0040 -2.1404 -0.2350 1.7517 0.5752 -0.0571
H -0.5931 0.1646 -5.3447 -0.0352 0.0128 0.0895 0.4567
H -1.5198 -1.1442 -7.2891 -0.0292 -0.0376 0.4400 0.4080
H -2.3968 -3.5062 -6.9036 0.8802 1.1118 1.3978 0.3184
H -2.3843 -4.4169 -4.5795 0.2046 1.4445 -0.4901 0.3853
H -3.2994 -2.4572 0.7236 0.1932 -0.0897 0.3794 0.4709
H -4.3271 -4.6235 -0.4232 0.2675 0.1678 -0.4290 0.4075
H -3.4415 -4.5893 -2.9002 0.0179 0.1435 0.4425 0.2588
N -2.5907 0.8394 -0.4832 -1.5692 1.3832 0.2000 -0.5616
C -3.1731 1.8504 -0.6326 0.9430 1.3465 -0.1793 0.4572
N -3.5590 3.0830 -0.8027 0.8446 -1.7152 -0.1202 0.0983
C -4.9641 3.4666 -0.8349 -1.1084 0.0290 0.7768 -0.6963
C -5.1145 4.8961 -0.2318 -0.7293 -0.6851 -0.1833 -0.5587
C -4.0541 5.1156 0.8310 1.1169 0.3495 -0.4442 -0.5055
C -2.6511 5.1626 0.1730 -0.2363 -0.9353 -0.4710 -0.6465
C -2.5552 4.1640 -0.9887 -0.5945 0.6194 -0.2820 -0.8297
H -5.4978 2.7258 -0.2040 0.1591 0.4943 -0.3356 0.4164
H -5.3646 3.3861 -1.8474 0.1312 0.1061 0.0039 0.3067
H -6.0939 4.8966 0.2792 0.2517 0.3261 -0.5953 0.3426
H -5.0961 5.6511 -1.0550 -0.0113 -0.4266 0.8286 0.3360
H -4.0891 4.3224 1.6101 -0.0913 0.6094 -0.4090 0.2547
H -4.1471 6.1075 1.2646 -0.4658 -0.1863 0.4809 0.3522
H -1.8832 4.9498 0.8799 0.5658 -0.0020 0.7422 0.3543
H -2.4461 6.1233 -0.2797 -0.0413 0.4079 0.1906 0.3316
H -1.5826 3.7652 -1.2448 0.2303 -0.2733 0.4349 0.4625
H -2.8462 4.7210 -1.8749 -0.3026 -0.2951 -0.3659 0.3548
```
Positions in Å, forces in eV/Å.

The total energy is -6890.11294 a.u. As for the relative energy (zero: lowest compared OMol25 entry of this formula, charge and spin): 0.00 kJ/mol. Its charge is +2. For the lowest unoccupied orbital energy, the calculation gives -7.39 eV. The calculation puts the HOMO-LUMO gap at 5.21 eV.